i.
Here is C24H28N2O2 in the gas phase from the OMol25 dataset. Energies are from ωB97M-V/def2-TZVPD.

XYZ file:
```
56
Properties=species:S:1:pos:R:3:lowdin_charge:R:1
C -5.073 -0.892 -0.131 0.14
C -3.991 -0.462 -0.408 -0.08
C -2.634 -0.022 -0.702 -0.30
C -2.373 -0.004 -2.227 -0.22
O -2.711 1.218 -2.819 -0.05
N -1.616 -0.803 -0.002 -0.12
C -1.586 -0.535 1.424 -0.16
C -1.087 0.877 1.765 -0.16
N -0.003 1.300 0.900 -0.12
C 1.230 0.565 1.124 -0.12
C 2.160 0.696 -0.051 -0.22
C 1.635 0.681 -1.339 -0.07
C 2.466 0.781 -2.439 -0.07
C 3.837 0.892 -2.264 -0.09
C 4.367 0.904 -0.986 -0.08
C 3.532 0.811 0.116 -0.04
C 0.220 2.743 0.880 -0.31
C 0.245 3.350 2.207 -0.09
C 0.247 3.772 3.327 0.15
C -0.820 3.466 0.000 -0.19
O -0.901 2.928 -1.296 -0.06
C -1.690 -2.236 -0.267 -0.14
C -0.366 -2.875 0.059 -0.22
C -0.228 -3.758 1.122 -0.05
C 1.011 -4.291 1.438 -0.09
C 2.127 -3.940 0.699 -0.09
C 1.998 -3.065 -0.367 -0.08
C 0.758 -2.543 -0.687 -0.04
H -6.040 -1.236 0.089 0.02
H -2.520 1.012 -0.359 0.13
H -2.979 -0.758 -2.738 0.13
H -1.310 -0.237 -2.389 0.11
H -2.214 1.921 -2.370 0.05
H -0.915 -1.271 1.874 0.11
H -2.579 -0.670 1.890 0.13
H -1.906 1.591 1.654 0.12
H -0.796 0.888 2.830 0.13
H 0.973 -0.492 1.223 0.12
H 1.737 0.880 2.053 0.13
H 0.566 0.585 -1.449 0.09
H 2.048 0.769 -3.436 0.11
H 4.489 0.967 -3.122 0.10
H 5.434 0.990 -0.845 0.10
H 3.951 0.825 1.112 0.11
H 1.204 2.899 0.414 0.16
H 0.259 4.173 4.297 0.02
H -0.554 4.533 -0.040 0.13
H -1.823 3.386 0.426 0.12
H -0.006 2.782 -1.627 0.09
H -1.903 -2.373 -1.329 0.13
H -2.499 -2.717 0.308 0.13
H -1.095 -4.030 1.707 0.11
H 1.104 -4.977 2.267 0.10
H 3.095 -4.350 0.951 0.10
H 2.864 -2.786 -0.949 0.11
H 0.658 -1.863 -1.518 0.10
```

Properties
orbital gap	9.34	eV
SMILES	C#C[C@H](CO)N(CCN(Cc1ccccc1)[C@H](C#C)CO)Cc1ccccc1
HOMO level	-8.6	eV
LUMO level	0.727	eV

***

ii.
Here is C24H28N2O2 in the gas phase from the OMol25 dataset. Energies are from ωB97M-V/def2-TZVPD.

XYZ file:
```
56
Properties=species:S:1:pos:R:3:lowdin_charge:R:1
C 5.014 -5.072 -0.702 -0.06
O 4.248 -3.863 -0.912 -0.09
C 2.894 -3.887 -0.730 -0.26
C 2.159 -5.068 -0.510 -0.04
C 0.766 -5.006 -0.547 -0.08
C 0.076 -3.789 -0.626 -0.02
C 0.802 -2.603 -0.778 -0.24
O 0.132 -1.411 -1.063 -0.02
C -0.645 -0.701 -0.158 -0.25
C 0.208 0.082 0.870 -0.15
C 1.581 -0.112 1.084 -0.01
C 2.251 0.501 2.142 -0.01
C 1.586 1.461 2.951 -0.23
N 2.207 2.100 3.986 -0.21
C 3.594 1.909 4.359 -0.06
C 1.571 3.222 4.639 -0.07
C 0.231 1.768 2.642 -0.02
C -0.446 1.023 1.689 -0.06
C -1.611 0.154 -0.986 -0.15
C -2.572 -0.475 -1.785 -0.02
C -3.510 0.278 -2.479 0.00
C -3.522 1.695 -2.398 -0.25
N -4.446 2.467 -3.135 -0.25
C -5.630 3.082 -2.557 -0.09
C -4.065 3.133 -4.374 -0.09
C -2.520 2.309 -1.621 0.00
C -1.529 1.547 -1.016 -0.04
C 2.196 -2.658 -0.839 0.05
H 6.053 -4.742 -0.741 0.09
H 4.795 -5.510 0.282 0.09
H 4.821 -5.805 -1.500 0.10
H 2.692 -6.006 -0.337 0.10
H 0.215 -5.948 -0.533 0.11
H -1.013 -3.771 -0.669 0.11
H -1.264 -1.387 0.444 0.16
H 2.159 -0.714 0.393 0.07
H 3.295 0.242 2.335 0.09
H 3.958 0.932 4.039 0.07
H 4.244 2.694 3.938 0.10
H 3.661 1.979 5.452 0.08
H 0.525 2.994 4.859 0.08
H 2.089 3.418 5.579 0.08
H 1.600 4.131 4.022 0.10
H -0.274 2.586 3.163 0.09
H -1.495 1.247 1.507 0.12
H -2.572 -1.564 -1.888 0.12
H -4.288 -0.200 -3.071 0.11
H -6.031 2.473 -1.738 0.09
H -5.429 4.106 -2.190 0.08
H -6.386 3.166 -3.356 0.08
H -3.346 2.524 -4.932 0.09
H -4.967 3.283 -4.988 0.08
H -3.627 4.131 -4.195 0.08
H -2.536 3.390 -1.473 0.12
H -0.693 2.038 -0.521 0.12
H 2.795 -1.772 -1.028 0.12
```

Properties
orbital gap	8.09	eV
SMILES	COc1cccc(OC(c2ccc(N(C)C)cc2)c2ccc(N(C)C)cc2)c1
HOMO level	-7.3	eV
LUMO level	0.811	eV

***

Winner for stability: ii

***

i.
Here is 3 unconnected molecules or ions with the total composition C2H9O3 from the OMol25 dataset. Energies are from ωB97M-V/def2-TZVPD.

XYZ file:
```
14
Properties=species:S:1:pos:R:3:lowdin_charge:R:1
C -1.711 0.000 -0.812 -0.39
O -0.606 -0.823 -1.057 -0.15
C -2.677 -0.608 0.200 -0.12
H -1.425 0.996 -0.482 0.10
H -2.242 0.159 -1.766 0.09
H -2.147 -0.735 1.149 0.06
H -3.496 0.081 0.461 0.06
H -3.090 -1.571 -0.115 0.06
H 2.479 0.934 0.705 -0.05
H 3.859 0.753 0.046 -0.01
O 3.439 1.270 0.738 -0.18
H 1.350 -0.433 1.364 -0.07
H 0.017 -0.666 -0.269 0.01
O 1.059 0.181 0.662 -0.42
```

Properties
orbital gap	8.37	eV
charge	-1
HOMO level	-4.2	eV
LUMO level	4.205	eV

***

ii.
Here is 3 unconnected molecules or ions with the total composition C2H9O3 from the OMol25 dataset. Energies are from ωB97M-V/def2-TZVPD.

XYZ file:
```
14
Properties=species:S:1:pos:R:3:lowdin_charge:R:1
C 1.386 -0.258 -1.056 -0.46
O 0.693 -1.259 -0.434 -0.21
C 0.967 1.180 -0.740 -0.12
H 2.484 -0.316 -0.873 0.09
H 1.331 -0.375 -2.168 0.09
H 0.806 1.308 0.334 0.07
H 1.858 1.752 -1.044 0.05
H 0.092 1.576 -1.263 0.06
H -1.975 -0.599 -0.526 -0.05
H -0.410 -1.050 -0.200 -0.01
O -1.669 -1.191 0.180 -0.35
H -1.466 -0.132 3.269 -0.01
H -1.912 -0.569 1.865 -0.03
O -2.185 -0.066 2.656 -0.11
```

Properties
orbital gap	8.42	eV
charge	-1
HOMO level	-4.2	eV
LUMO level	4.248	eV

***

Winner for stability: i

***

i.
Here is 2 unconnected molecules or ions with the total composition C5H13NSi from the OMol25 dataset. Energies are from ωB97M-V/def2-TZVPD.

XYZ file:
```
20
Properties=species:S:1:pos:R:3:lowdin_charge:R:1
C -0.624 -2.682 -0.343 -0.23
C 0.292 -1.505 -0.614 -0.37
Si 1.037 -0.585 0.646 0.67
N 2.024 0.789 0.320 -0.23
C 2.941 1.044 -0.879 -0.10
H -0.116 -3.504 0.164 0.06
H -1.304 -2.302 0.358 0.01
H -1.200 -3.119 -1.139 0.06
H 1.085 -1.728 -1.336 0.00
H 0.630 -0.682 1.990 -0.06
H 1.990 1.550 0.947 0.04
H 3.821 0.612 -0.398 0.06
H 2.723 0.406 -1.683 0.04
H 3.179 2.094 -1.029 0.07
C -2.243 1.336 0.289 -0.08
C -1.981 0.961 1.499 -0.11
H -2.230 0.716 -0.560 0.04
H -2.660 2.313 0.327 0.04
H -1.880 -0.115 1.535 0.03
H -2.238 1.659 2.297 0.06
```

Properties
orbital gap	7.84	eV
SMILES	C/C=[SiH]/NC.C=C
HOMO level	-7.2	eV
LUMO level	0.612	eV

***

ii.
Here is a molecular structure, C5H13NSi from the OMol25 dataset. Energies are from ωB97M-V/def2-TZVPD.

XYZ file:
```
20
Properties=species:S:1:pos:R:3:lowdin_charge:R:1
C -2.444 -0.248 0.417 -0.31
C -2.324 1.117 -0.065 -0.32
C 0.873 0.303 -1.863 -0.19
C 1.000 -1.906 0.367 -0.18
C 1.779 1.036 1.186 -0.24
N -1.391 0.617 0.862 -0.12
Si 0.812 -0.028 0.034 0.77
H -3.160 -0.390 1.243 0.09
H -2.308 -1.203 -0.044 0.07
H -2.061 1.490 -1.110 0.10
H -3.208 1.671 0.396 0.10
H 0.199 0.990 -2.295 0.00
H 1.859 0.415 -2.200 -0.01
H 0.743 -0.601 -2.522 0.05
H 1.889 -2.202 0.771 -0.02
H 0.379 -2.412 1.090 0.03
H 1.032 -2.406 -0.619 0.04
H 2.895 0.875 0.971 0.05
H 1.807 2.155 1.146 0.04
H 1.631 0.727 2.237 0.04
```

Properties
orbital gap	8.30	eV
HOMO level	-7.5	eV
LUMO level	0.771	eV

***

Winner for stability: ii

***

i.
Here is 2 unconnected molecules or ions with the total composition C4H12NO2P from the OMol25 dataset. Energies are from ωB97M-V/def2-TZVPD.

XYZ file:
```
20
Properties=species:S:1:pos:R:3:lowdin_charge:R:1
C 0.563 2.023 0.410 -0.05
C -0.502 1.349 1.213 -0.49
C -0.185 1.133 2.663 -0.04
N -1.560 0.979 0.630 0.11
H 1.170 1.257 -0.077 0.05
H 1.210 2.626 1.042 0.08
H 0.119 2.640 -0.368 0.09
H -0.988 0.606 3.175 0.08
H 0.730 0.548 2.740 0.09
H -0.015 2.088 3.157 0.08
H -2.239 0.509 1.225 0.07
C 0.072 -2.909 -1.802 -0.27
P 0.475 -1.319 -0.918 0.72
O 1.692 -0.790 -1.887 -0.32
O -0.773 -0.471 -1.547 -0.32
H 0.945 -3.561 -1.811 0.03
H -0.742 -3.413 -1.288 0.03
H -0.240 -2.684 -2.825 0.04
H 1.444 -0.771 -2.818 0.05
H -1.176 0.159 -0.915 -0.02
```

Properties
orbital gap	9.79	eV
SMILES	CC(C)=N.CP(O)O
HOMO level	-8.8	eV
LUMO level	0.999	eV

***

ii.
Here is 2 unconnected molecules or ions with the total composition C4H12NO2P from the OMol25 dataset. Energies are from ωB97M-V/def2-TZVPD.

XYZ file:
```
20
Properties=species:S:1:pos:R:3:lowdin_charge:R:1
C 1.604 -0.775 0.227 -0.15
C 0.548 -0.628 -0.811 -0.38
C 1.003 0.424 -1.844 -0.11
C -0.909 -0.076 0.095 -0.49
N -0.640 0.800 1.193 -0.05
P -1.566 -1.656 0.948 0.89
O -1.595 -2.768 -0.002 -0.47
H 1.800 0.315 0.552 0.11
H 1.360 -1.608 0.939 0.08
H 2.595 -1.126 -0.258 0.10
H 0.291 -1.505 -1.453 0.12
H 0.849 1.501 -1.769 0.08
H 2.019 0.181 -1.994 0.05
H 0.621 0.152 -2.808 0.06
H -1.575 0.343 -0.592 0.07
H -0.313 1.707 0.984 0.05
H -0.021 0.333 1.880 0.06
O -3.964 -0.589 1.349 -0.10
H -4.133 0.020 2.067 0.05
H -4.049 -0.019 0.595 0.03
```

Properties
orbital gap	8.48	eV
SMILES	CC(C)[C@H](N)P=O.O
HOMO level	-8.2	eV
LUMO level	0.254	eV

***

iii.
Here is 2 unconnected molecules or ions with the total composition C4H12NO2P from the OMol25 dataset. Energies are from ωB97M-V/def2-TZVPD.

XYZ file:
```
20
Properties=species:S:1:pos:R:3:lowdin_charge:R:1
C -1.037 -2.196 1.612 -0.14
C -1.943 0.101 -0.100 -0.11
C -0.237 -0.920 1.488 -0.31
C -0.512 -0.251 0.193 -0.42
N 2.183 2.495 -1.573 0.02
O 0.526 0.418 -2.355 -0.32
O 2.148 -0.155 -0.367 -0.22
P 0.666 0.240 -0.912 0.69
H -0.802 -2.877 0.711 0.10
H -0.717 -2.871 2.465 0.08
H -2.175 -2.031 1.600 0.08
H -2.098 1.198 -0.068 0.09
H -2.686 -0.312 0.523 0.05
H -2.108 -0.150 -1.104 0.05
H -0.643 -0.292 2.339 0.13
H 0.755 -1.183 1.699 0.08
H 1.952 2.499 -2.518 0.00
H 2.738 3.337 -1.454 0.04
H 1.309 2.585 -1.084 0.00
H 2.681 0.365 -1.096 0.10
```

Properties
orbital gap	8.19	eV
HOMO level	-8.0	eV
LUMO level	0.212	eV

***

Winner for stability: i

***

i.
Here is 3 unconnected molecules or ions with the total composition C4H13N3 from the OMol25 dataset. Energies are from ωB97M-V/def2-TZVPD.

XYZ file:
```
20
Properties=species:S:1:pos:R:3:lowdin_charge:R:1
C -3.043 2.399 -0.688 -0.17
C -2.136 3.615 -0.316 -0.16
C -1.120 3.052 0.571 0.29
N 2.751 -4.771 -0.917 0.21
C 2.378 -4.310 0.250 -0.23
N 2.434 -3.136 0.662 0.47
N -2.187 1.147 -0.689 0.09
H -3.864 2.363 0.026 0.13
H -3.401 2.654 -1.685 0.12
H -2.706 4.396 0.175 0.15
H -1.678 3.921 -1.257 0.14
H -1.381 2.958 1.626 0.14
H -0.057 3.092 0.334 0.14
H 2.931 -5.763 -1.004 0.16
H 3.259 -4.176 -1.559 0.16
H 1.886 -4.971 0.992 0.22
H 5.070 -2.005 2.234 0.03
H 4.952 -2.314 1.566 -0.01
H -2.708 0.411 -0.223 0.10
H -1.378 1.439 -0.098 0.04
```

Properties
orbital gap	5.37	eV
charge	+2
HOMO level	-17.1	eV
LUMO level	-11.758	eV

***

ii.
Here is 3 unconnected molecules or ions with the total composition C4H13N3 from the OMol25 dataset. Energies are from ωB97M-V/def2-TZVPD.

XYZ file:
```
20
Properties=species:S:1:pos:R:3:lowdin_charge:R:1
C -1.455 0.382 0.042 -0.15
C -0.955 -0.004 -1.166 -0.11
C -3.850 0.179 0.555 -0.05
C 4.923 0.180 0.606 0.14
N 4.771 -1.056 0.734 0.19
N -2.473 -0.251 0.744 -0.06
N -0.033 0.768 -1.935 0.10
H -1.098 1.325 0.276 0.11
H -1.219 -0.945 -1.497 0.09
H -4.314 -0.195 -0.510 0.17
H -4.494 -0.304 1.306 0.11
H -3.882 1.233 0.484 0.09
H 4.025 0.859 0.628 0.15
H 5.842 0.766 0.677 0.14
H 3.850 -1.517 0.517 0.19
H 5.608 -1.633 0.973 0.19
H -2.591 -1.735 0.403 0.40
H -2.339 -0.274 1.710 0.13
H -0.063 1.683 -1.646 0.06
H -0.255 0.538 -2.899 0.11
```

Properties
orbital gap	7.77	eV
charge	+2
HOMO level	-15.7	eV
LUMO level	-7.889	eV

***

Winner for stability: ii